No. 1
95
Properties=species:S:1:pos:R:3 method="wB97M-V/def2-TZVPD" e_homo_ev=-11.31 homo_lumo_gap_ha=0.2654 total_charge=+1 multiplicity=1
P -4.69777 -3.84605 -3.44679
P 3.45995 0.86793 4.59172
P 0.11246 5.23123 -0.44881
O 3.39443 0.10449 6.07309
O -5.95220 -3.74531 -2.25972
O 1.93730 1.14770 4.61995
O 4.17585 -0.62190 -2.71925
O 5.16118 0.55534 4.56017
O 0.26333 6.88977 0.01956
O -3.57502 -3.93623 -4.50926
O -3.77565 -4.46668 -2.21915
O -5.39183 -5.26105 -3.99238
O -0.37782 4.88491 1.10724
O 3.33761 -0.46044 3.61037
O -0.02258 3.74678 -0.86801
O 1.75189 5.16241 -0.22496
N 2.48267 -1.63542 -4.56357
N 0.97599 0.48618 -4.19049
C -6.61455 -6.02198 -1.59136
C 2.31387 0.30770 6.97756
C -0.11043 0.51391 -3.10389
C 2.55143 5.28795 -1.39209
C -2.90730 -3.55459 -1.56242
C -7.02451 -4.67681 -2.18479
C 4.49751 0.41310 1.65116
C -1.09627 3.69711 1.42337
C 3.25791 -1.30377 -3.46015
C -0.00035 -1.89876 -3.68613
C -3.93557 -6.72665 -5.26015
C 2.43810 6.66821 -2.01622
C 1.21166 -0.71156 6.74054
C -3.67204 -2.49126 -0.79298
C 3.23067 -0.20505 2.21732
C -0.14408 2.57191 1.79380
C -1.14911 -0.70281 -3.54078
C 0.93452 7.00114 2.38721
C 5.61255 -1.56808 5.72465
C 5.85519 -0.06374 5.63639
C -0.08783 7.36435 1.31362
C -5.12356 -5.77920 -5.29104
C 1.12404 -0.98037 -4.51718
H -1.09790 7.03051 1.57823
H -7.78515 -4.23394 -1.53326
H 2.65884 7.44810 -1.28053
H 0.33956 2.79139 2.75530
H -1.71922 -0.36136 -4.51271
H -3.07168 -6.30336 -4.74241
H -1.73658 3.91903 2.28361
H -0.55696 1.54888 -2.78509
H -5.71436 -6.44321 -2.03809
H -6.01157 -6.33247 -5.61440
H 0.66305 2.44623 1.06836
H 5.37163 -0.20056 1.89095
H 6.92374 0.09993 5.46140
H 3.04354 -1.16311 1.72273
H -0.67859 1.62259 1.88255
H -6.39867 -5.90707 -0.52261
H 0.92733 -0.78858 5.68852
H 1.85819 7.57032 2.22940
H 2.70541 0.17889 7.99213
H 1.55507 -1.71131 7.03910
H -0.27311 -2.85550 -4.32034
H 6.03365 -1.96341 6.65269
H -2.23691 -3.09366 -2.29495
H -3.62981 -7.00123 -6.27302
H -4.20078 -7.64275 -4.71518
H 3.12149 6.77286 -2.86140
H 2.36778 0.44145 2.02775
H -2.99114 -1.85118 -0.22819
H 6.09742 -2.07345 4.88112
H -1.92882 -0.78596 -2.66124
H 5.62411 0.44584 6.57906
H -2.29212 -4.13263 -0.86604
H 1.78032 1.03073 -3.79865
H -4.38713 -2.94865 -0.10187
H 1.22235 5.95020 2.38215
H 0.31964 -0.46291 7.32129
H 0.71707 1.05852 -5.02785
H 0.50086 0.08450 -2.17298
H -7.49870 -4.78822 -3.16684
H 4.67470 1.40653 2.08173
H 1.94224 1.33670 6.92425
H 0.28692 -2.07656 -2.55335
H -7.42570 -6.74599 -1.70416
H 4.42786 0.52475 0.56718
H -0.14066 8.45620 1.24810
H -4.24767 -1.85269 -1.47457
H -4.98792 -4.97151 -6.01838
H -1.77091 3.41463 0.60799
H 4.56009 -1.84672 5.67962
H 2.27153 4.51390 -2.11388
H 3.59001 5.10837 -1.09775
H 0.81337 -1.00352 -5.66819
H 1.41972 6.85034 -2.38150
H 0.54287 7.24576 3.37799

=====

No. 2
96
Properties=species:S:1:pos:R:3 method="wB97M-V/def2-TZVPD" e_homo_ev=-9.08 homo_lumo_gap_ha=0.3022 multiplicity=1
Br -5.73074 0.26685 1.03425
Cl -3.74070 -1.66830 -2.42818
Cl -4.05735 -2.67240 1.98883
S -6.66443 -3.55978 -1.10322
P -6.15719 -1.68156 -0.13668
F -7.48071 -4.56883 -0.01697
O 6.19358 2.31515 -4.53270
O 0.27720 5.37424 0.89443
O -0.89331 0.46017 1.74037
O -7.68773 -3.21580 -2.16793
O 6.21936 1.04754 0.32125
O -5.53084 -4.26089 -1.77735
O -3.93644 -7.77994 0.03170
O 2.08534 7.23502 -0.54629
O 3.69959 1.93106 -2.96778
O -1.38942 2.42338 3.90770
O -6.43488 -9.34173 0.37171
O 3.72568 0.66550 1.87486
C -2.17758 0.84839 2.22828
C 6.23382 3.67440 -4.12617
C 2.45507 6.41203 0.55814
C -4.38538 -2.19051 0.24271
C -0.11976 3.00815 3.65669
C 1.64529 5.12220 0.57928
C -6.72227 -9.17408 -1.00870
C -4.18672 -8.72430 1.06975
C 4.61076 0.89842 -3.34218
C -0.19288 -0.36952 2.65563
C -0.56043 5.30875 -0.25066
C -4.67093 -6.57568 0.20710
C 2.97213 1.13927 0.76622
C -5.11541 -9.83417 0.59467
C 6.06284 0.15724 1.42382
C 1.26682 8.32702 -0.15489
C 4.63551 -0.36755 1.50573
C -2.16698 2.28930 2.71979
C -1.82210 -2.57804 -0.34388
C 6.03744 1.42433 -3.42925
C 2.93937 2.40645 -4.06914
C 6.25882 2.40710 0.72845
C -3.33649 -2.18651 -0.71169
H -0.15055 0.07699 3.65224
H 6.73680 -0.68722 1.24929
H -2.52160 0.16793 3.01431
H 6.22446 3.03111 -0.16682
H 0.41286 2.48645 2.85693
H -6.55914 -0.94083 -1.29154
H 3.61884 1.41794 -0.07009
H -4.58993 -8.23124 1.96055
H 2.41436 2.02182 1.08389
H -4.27370 -6.01756 1.06238
H 3.51181 6.15958 0.42588
H 0.47292 2.93974 4.57094
H 6.71141 0.58046 -3.60559
H 5.38170 3.93025 -3.49098
H 4.33571 -0.83548 0.56200
H 0.90052 8.81779 -1.05838
H -4.55142 -5.96984 -0.68969
H -6.80952 -10.15108 -1.49449
H -0.23911 4.06423 3.39661
H 6.35897 0.63750 2.36190
H 4.30786 0.43007 -4.28455
H -7.20123 -1.95557 0.82530
H -2.87298 0.76886 1.38709
H -1.55424 5.65847 0.03371
H 3.58083 2.68875 -4.90797
H -7.67892 -8.65595 -1.09591
H 1.85521 9.04914 0.41967
H 0.82708 -0.49653 2.28820
H -3.22057 -9.16508 1.33714
H -5.73598 -6.77241 0.35543
H -0.67079 -1.35357 2.71011
H -1.21274 -1.62375 -0.18593
H 2.22593 1.64050 -4.38947
H -5.18812 -10.59104 1.38202
H 7.19325 2.61185 1.26021
H 6.33492 1.90413 -2.49148
H 0.40770 7.99561 0.43393
H 4.56527 0.13626 -2.55737
H -1.77246 -3.16824 0.63211
H -1.80934 2.96654 1.93703
H 5.40643 2.66213 1.36333
H -5.95625 -8.57702 -1.50989
H 1.73687 4.58659 -0.37157
H 7.16862 3.87894 -3.59472
H 2.25991 0.37252 0.44456
H -0.18596 5.94208 -1.05908
H -4.71916 -10.31796 -0.30394
H -1.36382 -3.24263 -1.15226
H 2.03820 4.47403 1.36988
H -0.63959 4.27324 -0.59726
H 6.19955 4.29789 -5.02142
H 2.38316 3.28740 -3.74443
H 4.58593 -1.12989 2.29009
H 2.35260 6.95400 1.50384
H -3.19054 2.57981 2.97657

=====

No. 3
113
Properties=species:S:1:pos:R:3 method="wB97M-V/def2-TZVPD" e_homo_ev=-6.07 homo_lumo_gap_ha=0.2894 total_charge=-1 multiplicity=1
In 3.33654 3.74766 0.15851
S 5.72842 8.21371 -0.15346
S 4.86264 -3.89850 -2.90403
S -5.70944 0.83417 6.22881
S -7.46609 -3.60917 -3.97422
S 0.66268 -5.86540 2.07762
S 1.10223 2.84916 -0.62780
S -4.72221 2.54894 0.82465
F 2.74533 0.28993 -1.34519
F 1.96827 -1.03885 0.54100
F -0.56040 0.85499 0.47096
F 1.49784 1.26320 1.63092
F 0.46568 -0.68993 -1.34142
O -6.18040 0.94819 7.59197
O -7.12520 -3.59159 -2.56747
O 3.50220 -4.03995 -2.43264
O 5.58489 -5.35985 -2.88657
O -4.09092 0.63984 6.24113
O -4.71279 2.37391 -0.61226
O 5.77809 0.11310 -0.82846
O -6.28492 -0.10811 5.29266
O 0.22081 -5.02582 3.16981
O 6.23097 9.72437 -0.50401
O -0.27164 -5.57515 0.77366
O 6.66316 7.26392 -0.71666
O 4.30413 8.12794 -0.39734
O -6.20120 -3.03599 -4.82805
O -5.51177 3.57604 1.46861
O 0.97350 2.76796 -2.16800
O -5.04528 1.11334 1.52621
O 2.04700 -5.91523 1.65735
O -8.68360 -3.01134 -4.47751
O 5.17917 -3.23700 -4.15210
O 0.03698 3.85562 -0.04314
O 5.08730 -1.30312 1.06869
C 4.70285 1.99770 0.64866
C -5.43816 -1.06895 -3.62562
C 5.98942 8.29329 1.60090
C -6.39531 0.67549 1.59118
C 5.83363 -3.15441 -1.61727
C 6.46374 10.06654 -1.86314
C -3.53845 -0.42399 7.00372
C 0.85318 -3.80928 -0.45671
C -3.72089 -1.75934 6.30686
C 0.87065 1.21248 0.26141
C -0.38783 -4.23981 0.30265
C 4.96990 -6.43196 -3.58720
C 6.07879 -0.64285 0.41152
C -3.04188 2.69502 1.37908
C -5.73494 2.44561 5.48391
C -7.37998 -5.28737 -4.54735
C 0.11251 -7.52597 2.38106
C 5.16220 10.29730 -2.60801
C 5.18578 -6.31279 -5.08429
C -6.87617 0.15834 0.24827
C 5.73349 1.57286 -0.55515
C 1.56265 -0.05961 -0.52497
C -6.01678 -1.62973 -4.91123
H -3.35357 -1.71237 5.27659
H -6.43316 -0.14018 2.32151
H -4.77779 -2.03808 6.26044
H 6.24831 -6.18227 -5.31359
H 5.35418 10.67819 -3.61505
H 3.90417 -6.49495 -3.34365
H -5.31144 -1.44657 -5.72920
H -6.77793 2.72162 5.31547
H -0.94340 -7.50523 2.65645
H -2.46720 -0.22042 7.10916
H -5.20331 2.40357 4.53149
H 4.65881 -5.44419 -5.49017
H -1.24788 -4.21254 -0.37535
H 0.70678 -7.93225 3.20213
H 4.81631 -7.20290 -5.60127
H -7.59227 -5.30814 -5.61773
H -8.12961 -5.86686 -4.00456
H 6.83639 1.89823 -0.23652
H -0.60594 -3.55405 1.12801
H 5.52078 2.10239 -1.58299
H 4.59230 9.36819 -2.70203
H 5.35982 2.34195 1.57733
H 7.04497 10.99514 -1.86510
H 4.04902 4.97263 -0.94263
H -6.38354 -5.68155 -4.33941
H 4.52957 11.01146 -2.07103
H 5.43721 -7.35703 -3.23225
H 5.43046 9.13994 2.00370
H 7.05766 8.40257 1.79616
H 2.97577 4.55635 1.75908
H 5.63626 -3.67423 -0.67810
H -5.26318 3.15798 6.16301
H 5.53746 -2.10654 -1.53588
H -3.18676 -2.55094 6.83993
H 5.62105 7.36295 2.03811
H -2.61523 3.59233 0.92611
H 4.00800 1.12125 1.03085
H 6.88930 -3.22225 -1.88649
H -3.96426 -0.44124 8.01240
H 0.26903 -8.12088 1.47934
H 7.07382 9.30316 -2.35722
H -6.18370 -0.59068 -0.14926
H -6.95434 -1.12968 -5.17578
H -3.03353 2.78347 2.46688
H -6.93455 0.96646 -0.48687
H -7.87062 -0.28782 0.33822
H 0.70469 -2.82889 -0.91807
H -7.04526 1.47353 1.96501
H -6.15238 -1.15607 -2.80149
H 1.71835 -3.74078 0.20938
H -4.53831 -1.61957 -3.33290
H 7.15680 -0.72053 0.90158
H -5.18638 -0.01116 -3.74287
H 1.10238 -4.53641 -1.23631
H -2.48451 1.81425 1.05487

=====

No. 4
88
Properties=species:S:1:pos:R:3 method="wB97M-V/def2-TZVPD" e_homo_ev="-15.55 / -15.53" homo_lumo_gap_ha="0.2647 / 0.1517" s2=8.813 total_charge=+3 multiplicity=6 de_lowest_ev=2.105
Se -0.74055 2.24574 -0.20790
Fe -0.53880 -0.15646 -3.11844
P 1.33550 -1.38262 -3.10582
P -2.60377 2.67740 3.10901
P -1.34281 -1.32837 -1.02088
P 1.90150 -0.31435 0.65756
O -1.81684 1.56636 2.49416
N -3.43683 2.36903 4.56701
N -1.63471 3.94146 3.59770
N -3.92729 3.23426 2.19043
C -3.00626 0.87106 -5.15038
C 1.42786 2.37022 -4.41056
C 0.19554 1.98542 -1.93744
C -2.19351 5.00946 4.43540
C 0.67113 -1.40903 -4.80967
C -4.80235 4.28246 2.68668
C 3.26086 0.88844 0.97778
C 1.70129 -3.15456 -2.78442
C 3.01262 -0.71655 -3.12936
C -0.57645 1.95774 -3.13709
C -2.45023 -0.75708 0.28920
C -4.01170 3.07901 0.74202
C 2.76186 -1.88378 1.12673
C 0.97480 -0.03565 2.21636
C -0.46136 -2.62226 -0.04144
C 1.55286 2.30332 -2.00125
C 2.14511 2.59523 -3.23523
C -4.64691 1.54165 4.45206
C -2.57758 1.94274 5.67274
C -3.00217 -0.10389 -4.24096
C -0.34725 4.25517 3.00102
C -2.45443 -2.40296 -1.95643
C 0.10731 1.94415 -4.39344
H -3.18578 1.94852 6.56989
H -0.40459 5.10965 2.32395
H 2.30504 -3.56304 -3.61174
H -1.89220 -2.95919 -2.71392
H 3.88619 0.97730 0.07539
H -0.55990 1.88589 -5.24600
H 2.27173 -3.22018 -1.84127
H -2.54147 5.86749 3.82146
H -2.17230 0.93930 5.53791
H 3.55761 -1.00826 -4.02925
H 0.75713 -3.71556 -2.70056
H -1.19916 3.67703 -0.50534
H -3.47008 0.78968 -6.14386
H -2.92054 -1.60593 0.80894
H -0.14606 -2.18764 0.91065
H -0.29962 -1.93348 -4.82652
H -4.42218 0.47163 4.32832
H 0.05359 3.41677 2.45522
H 3.21403 -1.76128 2.12024
H 0.36078 0.87615 2.14177
H 0.57700 -0.40360 -5.23478
H -2.71578 1.90636 -4.92585
H -5.72690 4.23429 2.09738
H 3.52680 -1.07379 -2.22699
H -3.35191 3.79131 0.24554
H 1.85986 2.74769 -5.31763
H -5.25846 1.87891 3.60514
H -3.25762 -0.14713 -0.12934
H -3.18257 -1.74503 -2.42952
H 3.86030 0.51549 1.82940
H 1.40254 -1.98836 -5.37805
H 0.40143 -2.99557 -0.60151
H -1.13449 -3.46838 0.17308
H -1.39455 5.36986 5.11255
H -1.67311 2.02948 -3.16120
H 2.81557 1.86682 1.20705
H -5.06102 4.13840 3.73224
H 1.67378 0.04778 3.06895
H 2.08638 2.51822 -1.07733
H 3.14000 3.04136 -3.28347
H 0.28916 -0.87388 2.40288
H 2.02163 -2.68760 1.13277
H -3.96755 -0.63161 -3.93998
H -4.39371 5.29094 2.56186
H 2.94421 0.37312 -3.07951
H -3.03512 4.64563 5.05438
H 0.34244 4.52634 3.80232
H -5.04497 3.32360 0.45379
H 3.54022 -2.12554 0.37967
H -2.07898 -0.67884 -3.89896
H -5.20532 1.67354 5.38532
H -2.92713 -3.08955 -1.25617
H -1.91218 -0.14677 1.02340
H -3.75785 2.07257 0.39784
H -1.75314 2.63844 5.79513

=====

No. 5
89
Properties=species:S:1:pos:R:3 method="wB97M-V/def2-TZVPD" e_homo_ev=-4.94 homo_lumo_gap_ha=0.2632 total_charge=-1 multiplicity=1
Ga 1.68014 -3.21333 -2.64181
O 1.75263 6.36120 4.38091
O 4.59508 -3.51612 -2.55043
O -0.85109 1.81102 -2.14645
O -0.46779 -1.30014 1.47303
O -0.93696 3.16911 2.39225
O 6.21260 -2.44070 -3.49369
O -1.49825 -1.57024 5.97749
N 5.77994 -2.82810 -2.45811
N 0.43783 5.96892 1.71053
N -0.60678 -3.46599 3.81230
C -0.15431 3.35092 3.55423
C -0.60335 -2.66497 6.13564
C 0.03852 -3.50125 2.49639
C -2.03291 0.74444 -3.94811
C -1.54595 4.33834 1.87900
C 0.21043 -2.92920 4.88720
C -0.50125 1.49370 -0.81446
C 1.18137 7.38259 3.57493
C -0.63064 5.22990 1.04497
C -2.11843 -0.41023 -4.95352
C 0.00913 6.87769 2.76089
C -1.34956 -3.28546 -5.47658
C -0.82348 -0.79636 -5.66009
C 3.01229 5.89015 3.95056
C 0.80412 -4.58706 -5.11824
C 0.54769 -2.20310 1.88579
C -1.03230 -0.51699 2.50169
C -0.93365 -2.12892 -6.39684
C -0.82517 0.67266 -3.01445
C -2.85939 -1.91991 5.86935
C 0.78836 -4.77852 -3.57974
C -0.58796 -4.57620 -5.74894
C 3.56294 -2.89989 -3.41263
H 1.08595 -2.47792 0.97543
H 0.87617 3.61489 3.29846
H -1.20233 -2.97649 -4.42752
H 1.31037 -5.71425 -3.31986
H -2.42021 -3.49521 -5.63557
H 1.34603 -5.43376 -5.57570
H 0.01823 -0.87844 -4.95245
H 1.37877 -3.68786 -5.40059
H -3.10457 -2.36475 4.89885
H -2.93543 0.68573 -3.31638
H 0.99157 -3.65717 5.13274
H -1.41360 0.39985 2.05024
H -1.61543 -2.02665 -7.26117
H -2.54473 -1.28614 -4.43655
H -3.43732 -1.00323 5.98107
H -0.28865 2.43553 -0.29512
H 0.08297 -2.39528 6.94372
H 0.12089 0.68620 -3.57588
H 0.87688 -4.20355 2.54800
H -0.57353 4.11416 4.21671
H 1.10076 5.30825 2.09376
H -1.32534 0.97208 -0.29626
H 0.81811 8.15792 4.25557
H -0.68338 -3.92561 1.79522
H -0.50892 -4.75140 -6.83752
H 0.05440 -2.36139 -6.82777
H -0.29322 -0.24499 3.26286
H -0.12860 2.39958 4.08562
H -1.88141 -1.02362 2.97552
H -2.85775 -0.11297 -5.71900
H 1.85906 -3.44852 -1.05026
H -3.15509 -2.62001 6.65837
H -2.33512 3.98134 1.21175
H -2.08675 1.71867 -4.45499
H -1.25858 5.95028 0.50831
H 3.42636 5.29311 4.76153
H -0.87979 -0.25160 -2.40889
H 3.69864 -3.30801 -4.42669
H 2.94496 5.25868 3.05824
H -2.04495 4.89169 2.68554
H 1.94053 7.83131 2.92555
H 0.40199 0.86371 -0.76689
H -1.16270 -5.41440 -5.31687
H 0.84784 -1.85280 -2.94090
H -1.45713 -2.92355 3.74054
H -0.70152 6.41848 3.46215
H -0.54659 -0.00419 -6.37904
H 3.78230 -1.82298 -3.47968
H 3.69602 6.71885 3.73995
H 0.71030 -1.98895 4.61659
H -0.49086 7.73772 2.30193
H 1.26588 -1.68123 2.53314
H -1.14837 -3.56495 6.44097
H -0.16044 4.59920 0.28908
H -0.24650 -4.89326 -3.21886